C32H53ClN5O13S | ωB97M-V/def2-TZVPD

Last column: Mulliken charge in e.
Atoms and positions in Å:
C (0.8813, -6.5805, 1.1797)  -1.647
C (1.1166, -5.2804, 0.3704)  0.520
C (0.0965, -5.2891, -0.7769)  -1.078
C (0.9314, -4.1142, 1.3663)  -0.714
C (0.8119, -2.7201, 0.7175)  -1.408
N (-0.3680, -1.9065, 1.1048)  0.641
C (-0.2086, -1.2222, 2.3981)  -0.623
C (-1.5074, -1.1284, 3.1803)  -1.263
C (-2.1236, -2.5202, 3.3072)  0.424
C (-3.4587, -2.4253, 4.0698)  -1.104
C (-4.5817, -1.7644, 3.2419)  0.062
S (-6.2401, -2.2634, 3.7834)  -0.173
C (-6.6263, -3.6451, 2.8123)  0.487
N (-7.4638, -3.6599, 1.8260)  -0.154
N (-7.5291, -4.9279, 1.3348)  -0.424
C (-6.7220, -5.6389, 2.0588)  0.005
O (-6.1236, -4.9048, 2.9986)  -0.253
N (-2.2412, -3.2002, 2.0031)  0.307
C (-1.5706, -2.5765, 0.9638)  -1.294
N (-2.0653, -2.6170, -0.2350)  0.962
C (-3.2755, -3.2907, -0.6696)  -1.220
C (-4.3200, -2.3457, -1.2986)  0.328
C (-3.7864, -0.9500, -1.6401)  -1.100
Cl (-5.7618, -2.1658, -0.2582)  -0.165
H (1.4986, -6.6340, 2.0724)  0.402
H (-0.1811, -6.6439, 1.4214)  0.392
H (1.0762, -7.4199, 0.5119)  0.421
H (2.1466, -5.3513, 0.0240)  0.453
H (-0.8392, -5.7249, -0.4186)  0.281
H (-0.1276, -4.3054, -1.1892)  0.044
H (0.4903, -5.9074, -1.5814)  0.493
H (1.8377, -4.1136, 1.9733)  0.390
H (0.1195, -4.3630, 2.0496)  0.381
H (0.8840, -2.7483, -0.3673)  -0.048
H (1.6769, -2.1412, 1.0367)  0.928
H (0.1240, -0.2036, 2.1809)  0.343
H (0.5907, -1.6616, 2.9995)  0.480
H (-2.1958, -0.4838, 2.6252)  0.408
H (-1.3429, -0.7538, 4.1839)  0.466
H (-1.4670, -3.1308, 3.9372)  0.348
H (-3.7935, -3.3900, 4.4440)  0.529
H (-3.2608, -1.7544, 4.9045)  0.382
H (-4.4363, -1.8777, 2.1698)  -0.550
H (-4.5557, -0.6923, 3.4346)  0.410
H (-6.5760, -6.6950, 1.9278)  0.442
H (-2.0204, -4.1858, 2.0564)  0.403
H (-1.5178, -2.1645, -0.9680)  0.217
H (-2.9780, -3.9900, -1.4536)  0.513
H (-3.7415, -3.8892, 0.1053)  0.474
H (-4.6414, -2.7929, -2.2336)  0.443
H (-3.2156, -0.9822, -2.5684)  -0.078
H (-3.2535, -0.4807, -0.8168)  0.197
H (-4.6532, -0.3243, -1.8408)  0.614
C (4.1743, -0.7969, -2.9600)  -1.560
C (2.8301, -0.1270, -2.8195)  0.566
C (2.6304, 0.6416, -1.5394)  -0.464
O (1.1907, 0.5822, -1.3966)  -0.296
C (0.7773, -0.5351, -1.9998)  0.861
O (-0.3349, -0.9815, -1.9074)  -0.934
O (1.7583, -1.1028, -2.7197)  -0.387
H (4.1299, -1.5916, -3.7043)  0.406
H (4.9288, -0.0731, -3.2632)  0.417
H (4.4905, -1.2506, -2.0194)  0.332
H (2.6272, 0.4955, -3.6943)  0.306
H (2.9739, 1.6588, -1.5956)  0.300
H (3.0779, 0.1577, -0.6710)  0.199
C (-2.4545, -2.8713, -6.1132)  -1.322
C (-1.3372, -1.9200, -6.4704)  0.633
C (-0.6975, -1.2183, -5.2980)  -0.090
O (-0.2036, -0.0187, -5.9036)  -0.351
C (-1.0104, 0.2558, -6.9673)  0.528
O (-0.9993, 1.2711, -7.5751)  -0.522
O (-1.8297, -0.7994, -7.2242)  -0.386
H (-3.0824, -3.0659, -6.9815)  0.390
H (-2.0505, -3.8174, -5.7521)  0.367
H (-3.0973, -2.4502, -5.3373)  0.227
H (-0.5900, -2.4325, -7.0827)  0.277
H (0.1148, -1.7869, -4.8500)  0.283
H (-1.4122, -0.9368, -4.5205)  -0.070
C (1.2278, 6.3590, 1.0892)  -1.508
C (2.5680, 5.7273, 0.8027)  0.799
C (3.0797, 5.9404, -0.5961)  -0.434
O (3.9287, 4.7875, -0.7689)  -0.338
C (3.4362, 3.8095, 0.0154)  0.682
O (3.7896, 2.6670, -0.0327)  -0.629
O (2.4908, 4.2818, 0.8541)  -0.356
H (0.7651, 5.8944, 1.9598)  0.370
H (1.3440, 7.4258, 1.2764)  0.347
H (0.5416, 6.2293, 0.2510)  0.362
H (3.2991, 6.0451, 1.5463)  0.145
H (3.6424, 6.8633, -0.7109)  0.225
H (2.2914, 5.8993, -1.3506)  0.342
C (5.8592, 10.4969, 4.3385)  -1.428
C (4.8990, 9.6087, 3.5853)  0.471
C (5.4830, 8.3056, 3.0943)  -0.515
O (4.6474, 8.0207, 1.9600)  -0.249
C (4.2054, 9.2125, 1.4796)  0.600
O (3.6452, 9.3407, 0.4392)  -0.509
O (4.4924, 10.2126, 2.3402)  -0.368
H (5.4955, 11.5233, 4.3541)  0.366
H (5.9766, 10.1494, 5.3644)  0.376
H (6.8412, 10.5088, 3.8639)  0.341
H (3.9969, 9.4393, 4.1798)  0.277
H (5.4259, 7.5055, 3.8287)  0.319
H (6.5122, 8.4025, 2.7436)  0.305

Atoms 1-2, force components in eV/Å:
0.0 0.2 -0.9
-1.0 -0.6 1.0

Properties
calculated total energy	-3361.248717	hartree
charge	+1
orbital gap	8.81	eV
maximum force	1.51	eV/Å